[1]
{"formula": "C5H8N2", "method": "wB97M-V/def2-TZVPD", "species": ["C", "N", "C", "H", "H", "N", "H", "C", "H", "H", "H", "H", "C", "C", "H"], "positions_angstrom": [[1.123, -0.586, 0.896], [-0.519, 1.374, 1.117], [0.171, 0.661, -1.108], [-0.092, 1.399, 2.035], [-0.629, -1.110, -2.964], [0.382, -1.025, -2.953], [0.932, -0.818, 1.949], [0.485, -0.218, -2.024], [-0.125, 1.648, -1.446], [-1.465, -0.499, 1.771], [2.082, -0.067, 0.808], [-2.230, 0.311, 0.316], [-1.340, 0.179, 0.927], [0.021, 0.283, 0.330], [1.201, -1.532, 0.347]], "lowdin_charge": [-0.030, 0.042, -0.051, 0.092, 0.070, 0.124, 0.081, -0.173, 0.120, 0.104, 0.087, 0.103, -0.113, -0.540, 0.085], "charge": 0, "e_tot_ha": -304.73077, "e_above_lowest_kcal_mol": 65.71}


[2]
{"formula": "C7H10", "method": "wB97M-V/def2-TZVPD", "species": ["H", "C", "H", "H", "H", "C", "H", "H", "C", "C", "H", "H", "H", "C", "C", "H", "C"], "positions_angstrom": [[0.300, -2.003, -0.879], [1.548, -0.630, 0.291], [0.785, -0.569, -1.833], [0.219, -0.203, 2.205], [-2.289, -1.166, -0.738], [0.448, -0.033, 1.155], [-2.570, -0.177, 0.765], [2.296, 1.213, 1.298], [1.536, 0.841, 0.622], [-1.968, -0.334, -0.123], [-1.145, 1.158, -1.692], [1.217, 1.553, -0.136], [2.362, -1.287, 0.589], [0.550, -0.938, -0.825], [-0.501, -0.163, -0.019], [-1.461, 1.813, -0.035], [-1.327, 0.924, -0.645]], "lowdin_charge": [0.114, -0.197, 0.113, 0.137, 0.102, -0.158, 0.102, 0.101, -0.082, -0.076, 0.102, 0.106, 0.128, -0.080, -0.428, 0.104, -0.089], "charge": 0, "e_tot_ha": -272.62389, "e_above_lowest_kcal_mol": 59.05}


[3]
{"formula": "C10H27I2O2P2SiV", "method": "wB97M-V/def2-TZVPD", "species": ["C", "H", "C", "C", "P", "H", "C", "H", "H", "H", "H", "P", "H", "H", "H", "H", "H", "C", "H", "H", "H", "C", "Si", "H", "H", "O", "C", "C", "H", "C", "H", "H", "O", "H", "I", "H", "H", "H", "V", "C", "I", "H", "H", "H", "H"], "positions_angstrom": [[-2.903, -1.345, -0.247], [-4.264, -0.045, -2.615], [0.048, -0.444, -2.530], [2.989, 1.485, -0.345], [2.324, 0.046, -1.183], [-1.436, 0.742, 4.451], [-2.980, 1.498, -0.360], [4.271, -0.064, -2.594], [1.606, 1.970, 3.188], [-0.887, -2.297, 2.880], [2.351, -1.383, 0.705], [-2.321, 0.054, -1.197], [2.923, 0.800, -3.413], [1.428, 0.745, 4.452], [2.775, 2.365, -0.949], [3.968, -1.285, -0.064], [-0.005, -1.701, 4.288], [-1.544, 0.896, 3.370], [2.489, 0.438, 3.072], [-2.763, 2.380, -0.960], [-1.610, 1.971, 3.189], [-0.004, -1.727, 3.184], [-0.003, 0.080, 2.599], [-2.361, -1.367, 0.697], [4.059, 1.339, -0.246], [0.127, -0.820, -3.666], [1.538, 0.896, 3.371], [2.893, -1.362, -0.239], [-4.052, 1.360, -0.261], [3.188, -0.062, -2.784], [2.536, 1.591, 0.630], [-3.978, -1.261, -0.074], [-0.002, 0.231, 1.006], [2.890, -0.980, -3.312], [-0.050, 2.199, -2.898], [2.658, -2.267, -0.807], [-2.881, -0.965, -3.328], [-2.672, -2.253, -0.813], [-0.008, 0.608, -0.921], [-3.180, -0.046, -2.800], [-0.106, -2.580, -5.620], [-2.909, 0.815, -3.427], [-2.494, 0.441, 3.069], [0.881, -2.297, 2.883], [-2.530, 1.603, 0.618]], "lowdin_charge": [-0.165, 0.099, -0.458, -0.177, 0.822, 0.063, -0.182, 0.100, 0.043, 0.037, 0.050, 0.809, 0.062, 0.063, 0.062, 0.100, 0.066, -0.132, 0.039, 0.057, 0.043, -0.138, 0.339, 0.050, 0.099, -0.283, -0.134, -0.163, 0.099, -0.175, 0.048, 0.100, -0.383, 0.075, 1.038, 0.085, 0.072, 0.085, 0.289, -0.178, 0.495, 0.055, 0.039, 0.037, 0.048], "charge": 3, "e_tot_ha": -3058.18953, "e_above_lowest_kcal_mol": 2.73, "multiplicity": 2, "s_squared": 0.840}